1.
{"formula": "C7H3BrO3", "method": "the ωB97M-V functional and the def2-TZVPD basis", "elements": ["C", "C", "C", "C", "C", "Br", "C", "O", "O", "C", "O", "H", "H", "H"], "xyz": [[2.981, -0.306, 0.219], [2.070, 0.635, 0.054], [0.747, 1.491, -0.236], [-0.486, 0.475, -0.088], [-0.475, -0.892, -0.617], [0.784, -1.868, -1.794], [-1.701, -1.484, 0.164], [-1.529, -2.629, 0.657], [-2.662, -0.633, 0.811], [-1.961, 0.593, 0.500], [-2.656, 1.607, 0.290], [3.499, -1.284, 0.492], [0.662, 2.175, 0.709], [0.757, 2.144, -1.162]], "nbo_charge": [-0.250, -0.038, -0.488, -0.076, -0.117, 0.179, 0.688, -0.500, -0.451, 0.729, -0.500, 0.277, 0.267, 0.279], "homo_lumo_gap_ev": 8.8, "homo_energy_ev": -10.13, "spin_multiplicity": 1, "e_lumo_ev": -1.321}

2.
{"formula": "C21H20F2N2O3", "method": "the ωB97M-V functional and the def2-TZVPD basis", "elements": ["C", "C", "C", "C", "C", "C", "C", "C", "C", "C", "F", "C", "C", "N", "C", "C", "C", "C", "C", "F", "C", "C", "C", "O", "N", "O", "C", "O", "H", "H", "H", "H", "H", "H", "H", "H", "H", "H", "H", "H", "H", "H", "H", "H", "H", "H", "H", "H"], "xyz": [[3.806, 1.373, -1.180], [2.617, 1.285, -0.255], [2.934, 1.489, 1.244], [1.821, 0.036, -0.425], [0.416, -0.036, -0.632], [-0.322, 1.219, -1.114], [-1.381, 1.001, -2.134], [-1.189, 0.011, -3.090], [-2.075, -0.248, -4.074], [-3.199, 0.584, -4.276], [-4.087, 0.337, -5.213], [-3.381, 1.690, -3.492], [-2.532, 1.854, -2.396], [-0.262, -1.235, -0.200], [-1.463, -1.107, 0.477], [-1.316, -0.761, 1.982], [-1.684, -1.813, 2.792], [-1.511, -1.651, 4.225], [-1.179, -0.382, 4.741], [-1.102, -0.254, 6.100], [-1.064, 0.667, 3.823], [-1.030, 0.498, 2.467], [0.433, -2.416, -0.078], [-0.151, -3.431, 0.088], [1.803, -2.449, 0.030], [2.520, -3.529, 0.630], [2.438, -1.198, 0.069], [3.656, -1.179, 0.312], [3.512, 1.792, -2.138], [4.132, 0.352, -1.535], [4.511, 2.009, -0.758], [1.895, 2.083, -0.615], [2.255, 0.882, 1.789], [2.580, 2.495, 1.477], [3.994, 1.381, 1.487], [0.290, 1.939, -1.694], [-0.762, 1.769, -0.265], [-0.437, -0.884, -3.170], [-1.935, -1.096, -4.742], [-4.280, 2.256, -3.651], [-2.692, 2.591, -1.656], [-2.029, -1.992, 0.304], [-2.119, -0.393, -0.013], [-2.055, -2.794, 2.483], [-1.657, -2.548, 4.766], [-0.801, 1.651, 4.231], [-0.968, 1.348, 1.858], [3.049, -3.195, 1.420]], "nbo_charge": [-0.599, -0.237, -0.596, -0.131, 0.299, -0.494, -0.044, -0.210, -0.274, 0.403, -0.308, -0.289, -0.176, -0.466, -0.230, -0.055, -0.176, -0.255, 0.383, -0.320, -0.252, -0.221, 0.770, -0.581, -0.166, -0.496, 0.590, -0.612, 0.199, 0.231, 0.210, 0.204, 0.210, 0.205, 0.230, 0.262, 0.229, 0.234, 0.226, 0.233, 0.207, 0.245, 0.219, 0.234, 0.227, 0.225, 0.215, 0.497], "homo_lumo_gap_ev": 8.9, "homo_energy_ev": -8.88, "spin_multiplicity": 1, "e_lumo_ev": 0.055}

3.
{"formula": "C26H27BiBrN5O4S", "method": "the ωB97M-V functional and the def2-TZVPD basis", "elements": ["Bi", "C", "C", "O", "N", "C", "C", "C", "C", "C", "C", "N", "H", "H", "H", "H", "H", "H", "H", "H", "H", "H", "C", "C", "C", "C", "C", "C", "C", "S", "O", "O", "N", "C", "C", "C", "C", "C", "N", "H", "H", "H", "H", "H", "H", "H", "H", "H", "H", "H", "C", "C", "C", "C", "C", "Br", "N", "C", "H", "H", "H", "H", "H", "H", "O"], "xyz": [[-0.308, -1.154, -0.364], [1.743, -0.460, 4.353], [1.854, -0.561, 2.848], [0.861, -0.670, 2.144], [3.117, -0.518, 2.370], [3.428, -0.505, 0.948], [3.747, -1.875, 0.398], [5.032, -2.404, 0.451], [5.258, -3.675, -0.048], [4.192, -4.378, -0.586], [2.950, -3.766, -0.605], [2.720, -2.543, -0.132], [0.705, -0.598, 4.640], [2.079, 0.523, 4.685], [2.358, -1.218, 4.839], [3.866, -0.424, 3.032], [4.247, 0.193, 0.777], [2.556, -0.123, 0.433], [5.841, -1.818, 0.868], [6.250, -4.109, -0.023], [4.318, -5.373, -0.989], [2.092, -4.280, -1.026], [-3.540, 5.317, -2.378], [-2.312, 4.541, -1.986], [-2.355, 3.591, -0.972], [-1.226, 2.873, -0.613], [-0.034, 3.106, -1.281], [0.034, 4.051, -2.296], [-1.102, 4.765, -2.640], [1.387, 2.136, -0.853], [1.438, 2.042, 0.584], [2.520, 2.719, -1.532], [1.078, 0.652, -1.377], [0.777, 0.398, -2.690], [1.066, 1.193, -3.802], [0.645, 0.764, -5.046], [-0.043, -0.435, -5.185], [-0.274, -1.172, -4.038], [0.127, -0.771, -2.839], [-4.412, 4.987, -1.815], [-3.756, 5.192, -3.440], [-3.402, 6.384, -2.195], [-3.290, 3.394, -0.462], [-1.279, 2.112, 0.151], [0.978, 4.249, -2.784], [-1.048, 5.508, -3.427], [1.631, 2.104, -3.677], [0.859, 1.369, -5.918], [-0.384, -0.783, -6.148], [-0.803, -2.117, -4.076], [-4.251, -0.573, 4.585], [-3.734, -1.552, 3.569], [-4.313, -2.801, 3.378], [-3.812, -3.665, 2.417], [-2.728, -3.223, 1.685], [-1.967, -4.297, 0.307], [-2.153, -2.054, 1.846], [-2.646, -1.233, 2.764], [-5.101, -0.982, 5.128], [-4.569, 0.352, 4.104], [-3.477, -0.316, 5.310], [-5.165, -3.101, 3.977], [-4.248, -4.637, 2.238], [-2.146, -0.273, 2.845], [-1.877, -0.079, -0.429]], "nbo_charge": [1.906, -0.706, 0.707, -0.660, -0.594, -0.268, 0.204, -0.248, -0.161, -0.261, 0.046, -0.428, 0.239, 0.235, 0.224, 0.395, 0.216, 0.266, 0.215, 0.218, 0.222, 0.192, -0.629, 0.002, -0.208, -0.174, -0.296, -0.193, -0.235, 2.331, -0.967, -0.971, -1.014, 0.393, -0.296, -0.130, -0.309, 0.083, -0.555, 0.215, 0.219, 0.219, 0.211, 0.260, 0.231, 0.207, 0.247, 0.216, 0.221, 0.194, -0.632, -0.050, -0.150, -0.274, 0.155, 0.049, -0.444, 0.069, 0.216, 0.231, 0.225, 0.217, 0.234, 0.214, -1.289], "homo_lumo_gap_ev": 8.4, "homo_energy_ev": -7.99, "spin_multiplicity": 1, "de_lowest_kj_mol": 0.0, "e_lumo_ev": 0.453}

4.
{"formula": "C20H29N3NiO6SSi2Te", "method": "the ωB97M-V functional and the def2-TZVPD basis", "elements": ["Ni", "O", "N", "O", "C", "C", "C", "C", "C", "C", "N", "C", "C", "N", "C", "C", "C", "C", "H", "H", "H", "H", "H", "H", "H", "C", "Si", "C", "C", "C", "Te", "C", "Si", "C", "C", "C", "H", "H", "H", "H", "H", "H", "H", "H", "H", "H", "H", "H", "H", "H", "H", "H", "H", "H", "H", "H", "H", "H", "O", "S", "O", "O", "O"], "xyz": [[-0.239, -0.780, -0.712], [0.436, -7.553, 2.208], [0.832, -6.430, 2.452], [1.602, -6.176, 3.365], [0.338, -5.338, 1.629], [-0.707, -5.631, 0.790], [-1.309, -4.668, -0.018], [-2.438, -4.925, -0.885], [-2.922, -3.958, -1.669], [-2.282, -2.617, -1.703], [-1.438, -2.335, -0.608], [-0.857, -3.348, 0.041], [0.290, -3.048, 0.859], [0.766, -1.779, 0.751], [1.825, -1.420, 1.440], [2.486, -2.309, 2.290], [2.037, -3.598, 2.405], [0.902, -4.022, 1.674], [-1.078, -6.648, 0.778], [-2.889, -5.910, -0.876], [-3.768, -4.127, -2.321], [-2.988, -1.806, -1.858], [2.176, -0.404, 1.303], [3.358, -1.979, 2.837], [2.547, -4.295, 3.046], [-1.713, 4.175, 2.398], [-0.476, 2.869, 2.905], [0.620, 3.512, 4.276], [-1.349, 1.299, 3.427], [0.636, 2.449, 1.438], [-0.459, 1.832, -0.285], [1.157, 1.982, -1.700], [0.838, 3.303, -3.014], [-0.739, 2.893, -3.919], [2.302, 3.294, -4.178], [0.702, 4.956, -2.143], [-2.306, 4.484, 3.262], [-2.404, 3.814, 1.633], [-1.214, 5.064, 2.005], [0.032, 3.740, 5.169], [1.131, 4.428, 3.972], [1.381, 2.780, 4.557], [-2.045, 1.489, 4.247], [-0.635, 0.544, 3.765], [-1.924, 0.867, 2.603], [1.330, 1.655, 1.715], [1.218, 3.323, 1.136], [1.301, 1.001, -2.156], [2.038, 2.204, -1.095], [-0.685, 1.904, -4.382], [-0.924, 3.630, -4.705], [-1.603, 2.898, -3.251], [2.424, 2.310, -4.636], [3.229, 3.541, -3.657], [2.167, 4.021, -4.982], [-0.088, 4.945, -1.389], [0.462, 5.749, -2.855], [1.640, 5.226, -1.652], [-1.480, -2.591, -3.019], [-0.505, -1.375, -3.209], [-0.247, -1.248, -4.600], [-1.175, -0.217, -2.547], [0.685, -1.647, -2.352]], "nbo_charge": [1.336, -0.389, 0.536, -0.413, -0.063, -0.036, -0.188, -0.151, -0.219, 0.203, -0.701, 0.231, 0.211, -0.537, 0.066, -0.259, -0.107, -0.076, 0.243, 0.218, 0.223, 0.204, 0.198, 0.230, 0.259, -1.121, 1.637, -1.110, -1.120, -1.145, 0.526, -1.115, 1.645, -1.127, -1.114, -1.122, 0.245, 0.244, 0.241, 0.244, 0.240, 0.239, 0.246, 0.240, 0.240, 0.235, 0.249, 0.257, 0.243, 0.264, 0.240, 0.242, 0.248, 0.236, 0.242, 0.236, 0.245, 0.234, -0.756, 2.574, -0.918, -1.065, -1.038], "homo_lumo_gap_ev": [7.1, 7.0], "homo_energy_ev": [-7.95, -7.93], "spin_multiplicity": 3, "de_lowest_kj_mol": 0.0, "e_lumo_ev": [-0.812, -0.894]}

Number 1: maximum force 7.5 eV/Å. Number 2: maximum force 5.3 eV/Å. Number 3: maximum force 0.7 eV/Å. Number 4: maximum force 0.2 eV/Å.